Molecular formula: C4H3NO2
Method: DFT, ωB97M-V/def2-TZVPD

molecular weight = 97.1 g/mol
HOMO energy = -9.454 eV
frontier orbital gap = 10.05 eV
E_tot = -9778.980 eV
structure (SMILES) = N=C=C[C@H]1OC1=O

Each line ends with the natural charge from an NBO analysis.
Element x y z (Å)
N -2.41 0.23 -0.01  -0.592
C -1.29 0.23 0.48  0.479
C -0.10 0.08 1.02  -0.498
C 1.09 -0.28 0.23  -0.036
O 0.95 -1.41 -0.80  -0.458
C 1.20 -0.18 -1.21  0.761
O 1.34 0.41 -2.24  -0.532
H -2.77 1.11 -0.36  0.394
H -0.01 0.21 2.09  0.261
H 2.00 -0.40 0.81  0.220

Molecular formula: C4H7OSm
Method: DFT, ωB97M-V/def2-TZVPD

molecular weight = 221.5 g/mol
HOMO energy (spin up / spin down) = -17.471 / -17.344 eV
frontier orbital gap (spin up / spin down) = 7.99 / 6.55 eV
total charge = +2
<S²> = 15.761
spin multiplicity = 8
E_tot = -24192.187 eV

Each line ends with the natural charge from an NBO analysis.
Element x y z (Å)
C -0.32 -2.45 0.06  -0.381
C -0.32 -0.95 0.29  -0.217
C -1.58 -0.29 0.69  -0.075
O -1.62 1.00 0.91  -0.797
Sm -0.65 3.25 0.61  1.929
H -1.23 -2.97 0.37  0.252
H 0.28 -0.37 -0.41  0.233
H 0.13 -2.77 -0.88  0.272
H -1.68 -0.94 1.67  0.324
C 0.59 -1.97 1.14  -0.319
H 0.27 -2.07 2.18  0.245
H 1.66 -1.91 0.96  0.260
H -2.47 -0.54 0.03  0.275

Molecular formula: C30H63F4N3O23P2
Method: DFT, ωB97M-V/def2-TZVPD

molecular weight = 971.8 g/mol
HOMO energy (spin up / spin down) = -11.954 / -11.949 eV
frontier orbital gap (spin up / spin down) = 9.61 / 3.34 eV
total charge = +1
<S²> = 0.754
spin multiplicity = 2
E_tot = -113133.655 eV

Each line ends with the Löwdin charge.
Element x y z (Å)
C 0.33 0.45 -1.95  -0.013
C -0.98 0.34 -1.15  -0.413
C -1.61 -1.03 -1.14  -0.183
O -2.09 -1.53 -2.39  -0.188
C -3.18 -0.81 -3.03  -0.038
N -0.63 0.67 0.21  0.072
H 0.27 0.27 -3.02  0.085
H 1.03 -0.25 -1.49  0.044
H 0.78 1.44 -1.89  0.077
H -1.67 1.12 -1.49  0.133
H -2.25 -1.24 -0.29  0.120
H -0.80 -1.73 -0.89  0.097
H -3.05 0.27 -3.05  0.070
H -4.09 -1.10 -2.51  0.080
H -3.39 -1.13 -4.05  0.095
H -0.72 1.67 0.12  0.027
H -1.46 0.40 0.72  0.057
C -5.18 0.71 1.71  -0.042
C -4.55 2.15 1.59  -0.427
C -3.48 2.40 2.66  -0.201
O -4.01 2.31 3.98  -0.189
C -3.01 2.29 5.04  -0.074
N -4.03 2.27 0.26  0.045
H -4.38 -0.03 1.66  0.055
H -5.78 0.47 0.83  0.074
H -5.59 0.64 2.71  0.076
H -5.41 2.81 1.74  0.137
H -3.00 3.38 2.53  0.116
H -2.69 1.66 2.59  0.100
H -2.71 1.26 5.21  0.080
H -3.39 2.79 5.93  0.089
H -2.21 3.00 4.82  0.072
H -4.71 2.00 -0.43  0.078
H -4.02 3.27 0.07  0.082
C 0.07 -1.56 4.00  -0.022
C 0.58 -0.17 4.06  -0.357
C 1.41 0.14 5.26  -0.143
O 2.12 1.42 5.05  -0.205
C 3.12 1.55 6.13  -0.064
N 1.36 -0.04 2.84  0.355
H 0.83 -2.34 3.93  0.101
H -0.60 -1.70 3.15  0.094
H -0.49 -1.77 4.92  0.109
H -0.27 0.51 4.01  0.175
H 2.14 -0.64 5.47  0.139
H 0.76 0.16 6.13  0.145
H 3.76 2.43 6.16  0.094
H 3.85 0.74 6.16  0.092
H 2.60 1.60 7.08  0.092
H 0.77 0.43 2.18  0.099
H 2.02 0.72 2.93  0.124
C 3.62 0.36 0.20  -0.083
O 4.61 -0.59 0.65  -0.232
P 6.17 -0.49 0.14  0.508
O 6.78 0.90 0.10  -0.257
O 6.92 -1.42 1.27  -0.244
C 8.31 -1.49 1.30  -0.132
O 6.22 -1.30 -1.24  -0.196
C 5.92 -2.65 -1.12  -0.131
H 4.01 1.11 -0.49  0.078
H 3.20 0.94 1.02  0.063
H 2.81 -0.19 -0.27  0.064
H 8.81 -1.17 0.38  0.092
H 8.69 -2.46 1.62  0.097
H 8.65 -0.68 1.94  0.091
H 5.07 -2.78 -1.79  0.094
H 5.76 -3.03 -0.10  0.086
H 6.78 -3.21 -1.46  0.100
C 1.23 3.99 3.55  -0.101
O 0.36 3.56 2.49  -0.258
P 0.58 4.11 0.95  0.513
O -0.40 3.64 -0.08  -0.246
O 0.66 5.70 1.26  -0.238
C -0.62 6.39 1.54  -0.060
O 2.15 3.69 0.64  -0.253
C 2.84 4.00 -0.59  -0.079
H 2.17 3.44 3.58  0.073
H 0.61 3.89 4.44  0.094
H 1.66 4.99 3.45  0.093
H -1.55 5.82 1.52  0.076
H -0.75 7.04 0.68  0.094
H -0.63 6.93 2.49  0.093
H 3.57 4.78 -0.35  0.097
H 2.16 4.41 -1.33  0.090
H 3.34 3.15 -1.06  0.075
C -1.03 1.87 -6.46  -0.034
C -1.14 3.38 -6.73  -0.325
O -1.56 3.76 -5.44  0.127
C -2.25 2.80 -4.81  -0.596
O -2.92 2.97 -3.85  0.173
O -2.07 1.67 -5.48  0.086
F -2.07 3.57 -7.65  0.107
H -0.03 1.66 -6.06  0.131
H -1.09 1.31 -7.39  0.143
H -0.26 3.89 -7.10  0.175
C 0.98 -2.97 0.87  -0.107
C 1.59 -3.19 -0.46  -0.441
O 1.11 -4.40 -0.88  0.163
C 0.02 -4.71 -0.08  -0.461
O -0.64 -5.74 -0.05  0.171
O -0.19 -3.71 0.79  0.075
F 2.87 -3.13 -0.40  0.146
H 0.77 -1.92 1.06  0.111
H 1.65 -3.34 1.64  0.152
H 1.27 -2.42 -1.17  0.153
C -4.50 -4.23 -1.02  -0.067
C -4.92 -5.56 -0.46  -0.271
O -3.81 -6.33 -1.03  0.121
C -3.31 -5.76 -2.14  -0.550
O -2.54 -6.31 -2.96  0.117
O -3.80 -4.56 -2.20  0.094
F -6.04 -5.99 -1.03  0.103
H -3.92 -3.70 -0.27  0.135
H -5.38 -3.59 -1.16  0.146
H -5.02 -5.66 0.62  0.175
C -1.34 -3.77 -4.74  -0.022
C 0.16 -3.95 -4.39  -0.328
O 0.68 -2.72 -4.75  0.128
C 0.00 -2.15 -5.74  -0.524
O 0.35 -1.21 -6.42  0.154
O -1.24 -2.73 -5.74  0.060
F 0.74 -4.99 -5.01  0.100
H -1.81 -3.43 -3.82  0.105
H -1.77 -4.67 -5.18  0.143
H 0.36 -4.07 -3.32  0.153

Molecular formula: CH3N3S2
Method: DFT, ωB97M-V/def2-TZVPD

molecular weight = 121.2 g/mol
HOMO energy (spin up / spin down) = -7.634 / -7.635 eV
frontier orbital gap (spin up / spin down) = 6.94 / 6.94 eV
E_tot = -27222.453 eV

Each line ends with the natural charge from an NBO analysis.
Element x y z (Å)
C 0.60 0.13 1.27  -0.269
N -0.50 0.66 0.88  -0.255
N -1.21 0.67 -0.10  0.102
N -1.30 -0.28 -0.96  -0.562
S 2.11 -0.05 0.51  0.393
S 2.34 0.10 -1.31  -0.425
H 0.78 0.13 2.41  0.238
H -1.83 -0.02 -1.72  0.387
H -0.99 -1.34 -0.97  0.391

Molecular formula: C22H19N8O2Rh
Method: DFT, ωB97M-V/def2-TZVPD

molecular weight = 530.4 g/mol
HOMO energy (spin up / spin down) = -12.376 / -14.407 eV
frontier orbital gap (spin up / spin down) = 5.78 / 4.56 eV
total charge = +2
<S²> = 6.431
spin multiplicity = 5
E_tot = -42121.269 eV

Each line ends with the natural charge from an NBO analysis.
Element x y z (Å)
Rh 0.75 0.12 -3.20  0.859
C 5.08 -0.32 -2.22  0.030
C 3.85 0.08 -2.76  0.031
N 2.72 -0.03 -2.08  -0.453
C 2.81 -0.55 -0.83  0.129
C 4.03 -0.98 -0.34  0.028
N 5.16 -0.87 -1.02  -0.319
C 1.63 -0.56 0.08  0.160
C 1.72 -0.25 1.42  -0.125
C 0.59 -0.09 2.23  -0.091
C -0.67 -0.06 1.59  -0.238
C -0.75 -0.37 0.26  0.292
N 0.38 -0.76 -0.39  -0.231
C -1.79 -0.12 -0.81  -0.260
C -3.25 -0.37 -0.54  0.163
N -4.11 -0.25 -1.47  -0.378
C -3.89 0.00 -2.78  0.019
C -2.71 -0.20 -3.58  0.043
N -1.54 -0.65 -3.25  -0.455
C 0.69 0.13 3.67  0.021
C 1.88 0.56 4.27  -0.205
C 1.93 0.75 5.64  0.000
N 0.87 0.51 6.40  0.061
C -0.27 0.09 5.88  0.002
C -0.40 -0.11 4.51  -0.211
H 5.99 -0.21 -2.79  0.233
H 3.80 0.50 -3.75  0.223
H 4.10 -1.45 0.64  0.215
H 2.70 -0.10 1.84  0.231
H -1.56 0.27 2.11  0.239
H -3.58 -0.73 0.43  0.218
H -4.74 0.42 -3.30  0.230
H -2.81 0.14 -4.61  0.233
H 2.77 0.80 3.69  0.255
H 2.83 1.10 6.13  0.280
H -1.09 -0.11 6.56  0.279
H -1.34 -0.49 4.13  0.255
C -2.36 2.44 -0.59  -0.724
C -1.53 1.36 -1.20  0.275
N -0.52 1.59 -1.95  -0.170
O -0.18 2.87 -2.25  -0.499
C -1.38 -1.16 -1.91  0.291
C -1.95 -2.56 -1.73  -0.655
N 0.11 -1.21 -1.70  0.163
O 0.82 -2.17 -2.16  -0.446
H -1.73 3.16 -0.06  0.250
H -3.08 2.04 0.12  0.257
H -2.93 2.98 -1.35  0.265
H -0.84 3.49 -1.90  0.471
H -2.99 -2.59 -2.02  0.249
H -1.85 -2.88 -0.69  0.233
H -1.39 -3.24 -2.36  0.277

Molecular formula: C43H76NO14
Method: DFT, ωB97M-V/def2-TZVPD

molecular weight = 831.1 g/mol
HOMO energy = -11.173 eV
frontier orbital gap = 7.71 eV
total charge = +1
E_tot = -75971.468 eV

Each line ends with the Löwdin charge.
Element x y z (Å)
C -2.78 2.84 4.98  -0.061
C -3.03 4.29 4.48  -0.259
O -2.26 4.47 3.29  -0.174
C -0.91 4.85 3.61  -0.166
C 0.04 4.28 2.55  -0.174
O 0.88 3.25 3.07  -0.112
C 1.23 2.43 1.98  -0.206
C 2.22 1.31 2.36  -0.147
O 3.02 0.95 1.24  -0.124
C 2.65 -0.35 0.73  -0.128
C 1.17 -0.38 0.39  -0.059
C 0.26 -1.16 1.09  -0.011
C 0.63 -2.09 2.24  -0.397
O -0.16 -2.19 3.15  0.157
O 1.82 -2.75 2.26  -0.013
C 1.67 -4.17 2.39  -0.098
C 1.60 -4.85 0.98  -0.121
O 0.45 -5.70 0.92  0.005
C -0.58 -5.11 0.23  -0.437
O -0.48 -4.70 -0.90  0.088
C -1.91 -5.03 1.00  -0.119
C -3.03 -4.61 0.04  -0.082
C -1.09 -1.10 0.77  0.077
C -1.50 -0.26 -0.23  -0.142
C -3.00 -0.22 -0.48  -0.060
C -3.58 0.87 0.52  -0.114
C -4.41 1.95 -0.16  -0.208
O -5.54 1.32 -0.77  0.002
C -6.54 2.18 -1.18  -0.486
C -6.33 3.69 -1.27  0.016
O -7.60 1.69 -1.48  0.114
N -0.62 0.49 -0.93  0.099
C -1.14 1.37 -1.99  -0.083
C -1.50 0.63 -3.29  -0.369
C -0.26 0.03 -4.03  -0.046
C -2.17 1.67 -4.22  -0.050
C 0.70 0.45 -0.64  -0.107
C 1.72 1.30 -1.37  0.034
H -2.84 2.17 4.11  0.067
H -3.53 2.52 5.72  0.077
H -1.75 2.78 5.35  0.054
H -2.70 5.00 5.26  0.105
H -4.10 4.46 4.30  0.115
H -0.89 5.95 3.50  0.133
H -0.65 4.58 4.64  0.091
H -0.60 3.91 1.72  0.119
H 0.66 5.08 2.12  0.130
H 0.30 1.93 1.65  0.121
H 1.66 3.01 1.14  0.123
H 1.74 0.46 2.86  0.131
H 2.91 1.74 3.11  0.140
H 3.29 -0.52 -0.14  0.114
H 2.96 -1.09 1.48  0.119
H 2.59 -4.54 2.86  0.132
H 0.86 -4.50 3.04  0.138
H 2.51 -5.43 0.80  0.129
H 1.57 -4.02 0.25  0.120
H -1.74 -4.32 1.83  0.113
H -2.15 -6.02 1.42  0.128
H -4.00 -4.70 0.53  0.082
H -3.02 -5.29 -0.83  0.086
H -2.93 -3.58 -0.33  0.059
H -1.79 -1.73 1.32  0.141
H -3.44 -1.17 -0.18  0.118
H -3.26 0.09 -1.50  0.103
H -2.74 1.39 1.01  0.115
H -4.13 0.38 1.35  0.129
H -4.70 2.68 0.61  0.133
H -3.84 2.52 -0.91  0.110
H -5.34 3.93 -1.70  0.080
H -6.31 4.07 -0.24  0.094
H -7.15 4.14 -1.84  0.095
H -0.46 2.19 -2.24  0.134
H -2.05 1.87 -1.63  0.110
H -2.20 -0.20 -3.15  0.106
H -0.07 -0.97 -3.63  0.057
H -0.57 -0.11 -5.08  0.090
H 0.61 0.69 -4.03  0.048
H -2.39 1.26 -5.21  0.087
H -1.49 2.53 -4.33  0.090
H -3.11 2.05 -3.77  0.077
H 2.66 0.77 -1.52  0.089
H 1.36 1.63 -2.35  0.058
H 1.85 2.21 -0.77  0.102
C -1.41 -4.55 -4.22  -0.010
C -2.36 -3.46 -4.63  -0.489
O -2.71 -2.61 -3.84  0.054
C -2.86 -3.47 -6.05  -0.016
H -1.13 -4.42 -3.18  0.051
H -1.88 -5.53 -4.34  0.094
H -0.50 -4.50 -4.84  0.088
H -3.40 -4.40 -6.25  0.088
H -2.02 -3.38 -6.74  0.088
H -3.54 -2.64 -6.20  0.083
C 3.73 -3.71 -4.11  -0.015
C 2.37 -3.48 -3.49  -0.482
O 1.75 -2.46 -3.68  0.054
C 1.81 -4.58 -2.62  -0.022
H 4.00 -2.84 -4.70  0.081
H 4.47 -3.85 -3.32  0.082
H 3.70 -4.58 -4.76  0.088
H 2.48 -4.76 -1.78  0.079
H 1.70 -5.50 -3.21  0.101
H 0.84 -4.29 -2.25  0.032
C 3.61 4.15 -5.17  -0.017
C 3.09 2.81 -4.69  -0.493
O 1.95 2.46 -4.91  0.055
C 4.05 1.93 -3.93  -0.020
H 2.81 4.67 -5.70  0.085
H 3.92 4.75 -4.31  0.089
H 4.45 4.00 -5.84  0.090
H 4.37 2.44 -3.02  0.091
H 4.91 1.69 -4.55  0.092
H 3.54 1.01 -3.65  0.067
C 6.09 -3.92 1.18  -0.011
C 5.85 -2.61 0.47  -0.487
O 4.78 -2.35 -0.05  0.046
C 7.00 -1.63 0.43  -0.012
H 5.18 -4.52 1.13  0.069
H 6.90 -4.46 0.70  0.092
H 6.33 -3.73 2.23  0.092
H 7.85 -2.08 -0.09  0.091
H 7.28 -1.35 1.44  0.091
H 6.69 -0.74 -0.11  0.083
C -0.50 3.25 8.24  -0.016
C -0.66 4.70 7.89  -0.483
O -0.58 5.09 6.74  0.050
C -0.92 5.66 9.02  -0.016
H -0.31 2.67 7.33  0.073
H 0.35 3.12 8.91  0.088
H -1.41 2.87 8.71  0.090
H -0.09 5.63 9.73  0.089
H -1.85 5.39 9.53  0.089
H -1.01 6.67 8.63  0.084

Molecular formula: C4H7N2S
Method: DFT, ωB97M-V/def2-TZVPD

molecular weight = 115.2 g/mol
HOMO energy = -13.349 eV
frontier orbital gap = 8.38 eV
total charge = +1
E_tot = -18069.273 eV
structure (SMILES) = C[C@H]1NC=[NH+]C1=S

Each line ends with the natural charge from an NBO analysis.
Element x y z (Å)
C -0.54 -1.70 0.31  -0.642
C -0.15 -0.49 -0.50  -0.111
N -0.93 0.69 -0.25  -0.493
C -0.27 1.69 0.22  0.385
N 1.03 1.48 0.23  -0.541
C 1.30 0.11 -0.08  0.012
S 2.82 -0.44 0.09  0.198
H -0.76 -1.60 1.34  0.247
H 0.17 -2.61 0.28  0.278
H -1.47 -2.01 -0.23  0.233
H -0.09 -0.56 -1.57  0.258
H -1.96 0.61 -0.55  0.468
H -0.78 2.67 0.22  0.265
H 1.62 2.17 0.50  0.445

Molecular formula: C5H14N2O
Method: DFT, ωB97M-V/def2-TZVPD

molecular weight = 118.2 g/mol
HOMO energy = -8.544 eV
frontier orbital gap = 9.29 eV
E_tot = -10437.973 eV
structure (SMILES) = C=CC[C@H](N)CN.O

Each line ends with the natural charge from an NBO analysis.
Element x y z (Å)
C 0.89 -1.17 -1.74  -0.424
C -0.23 -1.47 -1.08  -0.156
C -0.38 -1.90 0.38  -0.462
C -0.26 -0.70 1.35  -0.030
N 0.02 -0.90 2.70  -0.866
C -1.43 0.29 1.14  -0.202
N -0.96 1.66 1.25  -0.878
H 1.92 -1.28 -1.44  0.204
H 0.59 -0.66 -2.65  0.207
H -1.20 -1.25 -1.50  0.188
H -1.29 -2.51 0.39  0.205
H 0.41 -2.59 0.72  0.209
H 0.56 -0.16 0.83  0.161
H 0.97 -1.05 3.02  0.372
H -0.51 -0.56 3.49  0.386
H -2.22 0.13 1.88  0.181
H -1.94 0.12 0.20  0.165
H -0.06 1.90 0.89  0.367
H -1.59 2.43 1.30  0.372
O 1.88 2.94 -3.59  -0.943
H 2.24 2.78 -2.71  0.473
H 2.27 3.70 -3.97  0.471